Record 1
The following is a quantum chemistry calculation of a cluster of 2 separate species, C14H16O in total in a non-equilibrium geometry, from the OMol25 dataset.

SMILES = Cc1ccc(O)cc1.Cc1ccccc1
charge = 0
HOMO energy = -8.28 eV
DFT total energy = -618.16282 Eh
ΔE to the lowest compared entry with this formula, charge and spin = 402.16 kJ/mol

Structure (XYZ):
```
31
Properties=species:S:1:pos:R:3:forces:R:3
C -0.1974 1.0454 3.6818 -3.128 0.378 -2.671
C 0.4547 -0.2660 1.7689 4.125 -0.174 -0.262
C -0.5808 0.1361 2.5474 1.473 0.039 0.481
C 0.3802 -1.2567 0.8130 -1.809 -1.528 -1.379
C -0.8972 -1.8612 0.8073 1.176 -2.406 -3.212
C -1.8567 -0.2587 2.2177 0.063 1.953 1.296
C -2.0151 -1.2742 1.3618 -0.112 -1.802 -0.661
H 1.4897 0.1253 2.0467 -1.378 -0.236 -0.554
H 1.0409 -1.5802 -0.0939 -0.666 0.677 2.779
H -1.0933 0.9899 4.2102 -1.578 0.926 1.569
H -0.1128 1.9873 3.1789 0.457 1.041 0.573
H -0.9431 -2.8321 0.1329 -0.458 2.145 1.364
H -2.6840 0.3150 2.5905 -0.465 -0.171 0.488
H -2.9975 -1.6644 1.2089 -0.404 -0.307 -0.349
H 0.5224 0.7962 4.3588 2.501 -0.889 1.089
C 1.5202 -1.6287 -3.1984 1.678 2.774 5.899
C -0.5305 -0.1198 -2.5882 5.208 2.464 5.193
C 0.8038 -0.5017 -2.2529 -0.041 -2.589 -3.306
C -1.0102 0.9791 -1.9113 3.749 -1.146 0.268
C -0.1713 1.7947 -1.1417 2.162 0.139 1.303
C 1.6239 0.1962 -1.4450 -2.941 4.529 0.419
C 1.1951 1.4775 -0.9432 -2.305 -2.969 -1.107
O -0.6944 2.9236 -0.5537 -1.225 -0.530 -1.208
H -0.8622 -0.7358 -3.2648 -3.105 -2.539 -3.674
H -1.7561 1.4413 -2.3283 -5.083 2.309 -1.405
H 2.2451 -2.1216 -2.3971 -0.755 0.949 -2.384
H 1.9097 -1.0291 -3.9857 0.954 -0.190 -0.664
H 2.5635 0.0258 -1.1248 3.192 -1.539 0.287
H -0.1181 3.2887 0.0992 0.781 0.133 0.479
H 1.8832 1.9582 -0.3083 0.369 1.082 0.667
H 0.8883 -2.3503 -3.4868 -2.435 -2.520 -1.318
```
Forces are in eV/Å.

Atomic partial charges in e from the Mulliken method, atoms 1 to 4:
1. C -1.55
2. C -0.12
3. C 0.54
4. C -0.20

Record 2
The following is a quantum chemistry calculation of a cluster of 11 separate species, C5H31NO12 in total in a non-equilibrium geometry, from the OMol25 dataset.

SMILES = CNC(=O)C[C@@H](C)O.O.O.O.O.O.O.O.O.O.O
charge = 0
HOMO energy = -9.91 eV
DFT total energy = -1166.57722 Eh
ΔE to the lowest compared entry with this formula, charge and spin = 731.60 kJ/mol

Structure (XYZ):
```
49
Properties=species:S:1:pos:R:3:forces:R:3
C 1.0249 -1.4542 -1.2626 2.498 -1.546 1.854
C -0.2785 -2.1982 -1.3905 -1.119 -1.862 -1.240
C -0.2730 -3.7233 -0.9569 -2.159 0.650 -6.270
O -1.2449 -1.5535 -0.5834 -2.267 -8.516 -1.171
C 1.2348 -0.5376 -2.3670 1.899 3.747 -2.381
N 1.5385 0.8237 -2.2984 -0.502 0.804 3.059
C 1.4979 1.6542 -1.0692 -1.915 1.618 -0.360
O 1.3563 -0.8152 -3.5306 -0.865 -3.366 -2.003
H 1.1063 -0.9333 -0.2487 -0.175 -0.894 -1.205
H 1.9477 -2.2209 -1.3481 -2.001 1.676 0.222
H -0.6314 -2.2288 -2.4982 0.658 0.418 1.696
H -1.3223 -3.9441 -0.8695 -0.404 -0.114 1.080
H -0.0787 -4.4732 -1.8789 0.362 1.973 1.858
H 0.3403 -3.9299 -0.2016 2.130 -0.957 3.337
H -1.0564 -0.7352 -0.4546 1.877 8.278 1.132
H 1.7350 1.2088 -3.2594 -0.190 -0.461 1.893
H 1.1730 1.2312 -0.1074 -1.020 -1.073 -0.910
H 0.6940 2.5578 -1.2132 2.778 -1.569 0.793
H 2.4716 1.8829 -0.6564 0.547 1.383 -1.104
H 3.4600 0.1553 -0.2869 1.561 0.479 0.630
H 4.8892 0.0308 0.3775 -0.166 -0.173 0.005
O 4.2336 0.6688 0.0803 -1.372 -0.424 -0.615
H -4.7888 1.4555 0.9490 0.568 -0.707 0.223
H -4.5926 0.7866 -0.3918 1.497 -0.608 1.997
O -4.2364 0.7359 0.5714 -1.687 1.356 -2.024
H 0.5177 1.8079 2.8338 -0.527 -0.550 1.240
H 0.4574 3.1282 2.5748 -0.626 0.606 1.081
O 0.0629 2.5569 3.2742 0.680 0.368 -1.510
H 2.8533 2.2193 2.8241 6.470 3.822 6.429
H 2.7154 1.8966 1.3840 0.179 -0.136 0.905
O 2.3111 1.8948 2.2728 -5.846 -3.863 -7.643
H -2.6770 -2.7473 2.5938 0.000 0.820 -0.719
H -2.6947 -1.2827 1.8557 -0.164 -0.944 -0.126
O -2.7138 -1.7809 2.6862 0.247 0.194 0.740
H -2.7074 1.3045 -2.0706 1.497 1.718 0.333
H -3.6253 0.5806 -2.8598 -2.061 -0.175 -3.365
O -3.1847 0.5043 -2.0756 0.342 -1.605 2.906
H -0.3910 2.1913 -2.2423 -0.843 0.180 -0.114
H -1.0326 1.8833 -3.4853 0.699 -2.599 -4.562
O -1.2171 2.3358 -2.7449 -0.127 2.438 4.347
H -1.5465 2.6373 1.7939 1.673 -1.704 -2.272
H -2.1357 1.7070 0.7278 1.430 0.308 -0.138
O -1.2298 2.0936 0.9466 -3.265 0.926 2.007
H -0.1174 0.3770 1.5651 -1.769 1.943 -0.747
H -0.5173 -0.8184 2.6004 -0.095 0.972 -0.842
O 0.1476 -0.3676 2.0393 1.637 -2.987 1.644
H 1.8193 -2.3016 2.2353 -2.982 -0.014 -3.753
H 2.2327 -1.7613 3.3456 0.554 1.140 1.835
O 2.4726 -2.5028 2.8203 2.362 -0.970 1.830
```
Forces are in eV/Å.

Atomic partial charges in e from the Mulliken method, atoms 1 to 4:
1. C 0.39
2. C 0.60
3. C -1.68
4. O -0.44

Record 3
The following is a quantum chemistry calculation of a structure of composition C31H19F8NO2PS3Sc in a non-equilibrium geometry, from the OMol25 dataset.

charge = -2
HOMO energy = -2.02 eV
DFT total energy = -4493.58887 Eh
ΔE to the lowest compared entry with this formula, charge and spin = 89.21 kJ/mol

Structure (XYZ):
```
66
Properties=species:S:1:pos:R:3:forces:R:3
Sc -0.1192 0.1759 -0.0581 -0.889 0.362 -1.270
S 1.0724 -2.4717 0.7247 -0.168 0.127 -0.412
C -0.1595 -3.6469 0.2120 0.256 0.160 0.142
C 0.2201 -4.9819 0.3396 -0.050 0.001 -0.031
C -0.6124 -6.0078 -0.0715 0.053 -0.104 0.004
C -1.8518 -5.6797 -0.6155 0.040 -0.014 0.025
C -2.2341 -4.3608 -0.7466 -0.029 0.002 0.002
C -1.4101 -3.2927 -0.3358 0.053 0.075 0.049
S -2.0000 -1.6771 -0.5048 -0.001 0.278 -0.076
H 1.1925 -5.1944 0.7681 -0.028 -0.032 0.031
H -0.3064 -7.0417 0.0366 -0.005 0.007 -0.013
H -2.5229 -6.4693 -0.9373 -0.016 0.026 -0.032
H -3.1917 -4.1108 -1.1869 -0.006 -0.001 0.023
F -0.4313 0.1237 -2.9732 0.024 0.046 0.017
C 0.6890 -0.1728 -2.1723 0.038 -0.468 -1.043
F 1.7075 0.3954 -2.8980 0.085 0.168 0.187
F 0.8748 -1.5316 -2.4104 0.052 0.042 -0.033
N -1.3415 1.8240 -0.1285 0.627 -0.247 0.124
P -0.8275 3.1875 0.3500 0.063 0.935 0.207
C -1.9514 4.5843 -0.0708 -0.145 -0.246 -0.064
C -3.1916 4.2329 -0.5926 0.048 -0.030 0.018
C -4.1096 5.2128 -0.9454 -0.012 0.061 0.006
C -3.7863 6.5521 -0.7783 -0.048 0.004 -0.012
C -2.5473 6.9089 -0.2604 0.019 0.053 0.020
C -1.6312 5.9286 0.0911 -0.021 -0.005 -0.030
C 0.7361 3.8020 -0.3920 -0.184 -0.210 -0.128
C 0.9717 3.3578 -1.6926 -0.043 0.037 0.065
C 2.1105 3.7517 -2.3748 0.012 0.041 0.025
C 3.0133 4.6113 -1.7642 0.031 -0.019 -0.044
C 2.7789 5.0656 -0.4744 0.078 0.069 0.089
C 1.6475 4.6565 0.2168 -0.082 -0.032 0.071
C -0.6193 3.4122 2.1621 -0.036 -0.193 -0.111
C -1.4548 4.1984 2.9521 0.006 0.006 -0.087
C -1.3772 4.1278 4.3356 -0.049 0.070 0.066
C -0.4760 3.2636 4.9403 0.037 0.007 0.017
C 0.3674 2.4864 4.1595 0.044 -0.004 0.075
C 0.2975 2.5626 2.7793 0.013 0.167 -0.068
H -3.3970 3.1743 -0.7161 -0.034 0.019 -0.020
H -5.0760 4.9364 -1.3504 0.013 -0.020 -0.009
H -4.4974 7.3223 -1.0551 0.000 -0.007 0.002
H -2.2983 7.9563 -0.1333 0.020 -0.009 -0.002
H -0.6624 6.2083 0.4897 -0.004 0.007 -0.020
H 0.2576 2.6788 -2.1451 0.076 -0.040 -0.050
H 2.3030 3.3675 -3.3680 -0.002 -0.026 0.010
H 3.9154 4.9097 -2.2859 0.002 -0.003 0.014
H 3.4953 5.7214 0.0077 0.015 -0.026 0.003
H 1.4843 4.9835 1.2386 0.030 -0.015 0.006
H -2.1742 4.8609 2.4855 -0.017 -0.033 0.043
H -2.0297 4.7431 4.9455 -0.010 -0.013 -0.019
H -0.4322 3.1964 6.0213 0.007 0.005 -0.003
H 1.0754 1.8090 4.6198 0.008 0.007 -0.021
H 0.9687 1.9673 2.1745 0.043 -0.168 0.013
O 0.4041 -1.7149 2.0292 0.040 -0.107 0.687
O 0.0066 -0.3687 1.7426 0.184 -0.672 1.541
F 7.2964 4.6269 1.3771 0.085 0.045 0.006
C 6.2916 3.7623 1.1313 -0.153 -0.104 -0.013
C 5.2588 3.5993 2.0349 0.078 0.057 -0.043
F 5.2676 4.3168 3.1748 0.004 0.051 0.087
C 4.2309 2.7166 1.7775 0.017 -0.128 -0.248
F 3.2856 2.6165 2.7200 -0.131 0.000 0.098
C 4.1399 1.9446 0.6036 0.325 0.440 0.140
S 2.8792 0.8488 0.2505 -0.275 -0.434 0.004
C 5.2287 2.1315 -0.2730 -0.222 -0.033 0.121
F 5.2810 1.4460 -1.4202 0.031 -0.014 -0.097
C 6.2663 3.0050 -0.0256 0.037 0.050 0.025
F 7.2705 3.1344 -0.9148 0.066 0.030 -0.062
```
Forces are in eV/Å.

Atomic partial charges in e from the Mulliken method, atoms 1 to 4:
1. Sc 0.12
2. S -0.14
3. C 0.65
4. C -0.48

Record 4
The following is a quantum chemistry calculation of a cluster of 2 separate species, CH2BrNOS in total in a non-equilibrium geometry, from the OMol25 dataset.

charge = 0
HOMO energy (spin up / spin down) = -9.49 / -9.49 eV
DFT total energy = -3141.41189 Eh
ΔE to the lowest compared entry with this formula, charge and spin = 224.66 kJ/mol

Structure (XYZ):
```
7
Properties=species:S:1:pos:R:3:forces:R:3
C 0.7089 1.3282 0.5110 -0.298 0.531 0.632
N -0.7708 0.0887 -1.1098 -0.510 -2.732 -0.039
O 1.6666 1.7199 0.0794 0.489 0.542 -0.328
S -0.6231 -1.3206 -0.3775 0.384 1.963 -0.153
Br 1.6157 -1.3385 0.5471 -0.323 -0.944 0.173
H -1.3611 0.6255 -0.5114 -0.184 0.989 0.421
H -1.2362 -1.1031 0.8611 0.442 -0.348 -0.706
```
Forces are in eV/Å.

Atomic partial charges in e from the Mulliken method, atoms 1 to 4:
1. C 0.11
2. N -0.48
3. O -0.16
4. S 0.22

Record 5
The following is a quantum chemistry calculation of an isolated molecule of C4H9NO2, from the OMol25 dataset.

SMILES = COC/C(C)=N\O
charge = 0
HOMO energy = -9.61 eV
DFT total energy = -362.96615 Eh
ΔE to the lowest compared entry with this formula, charge and spin = 313.44 kJ/mol

Structure (XYZ):
```
16
Properties=species:S:1:pos:R:3:forces:R:3
C 2.1383 -0.2178 -0.0295 0.301 -0.305 -0.168
O 1.2541 -0.3612 1.0559 -0.074 0.207 -0.047
C 0.1676 0.5116 0.8760 -0.540 -0.178 0.059
C -0.9121 -0.0224 -0.0545 -0.247 0.224 0.036
N -1.8751 0.7332 -0.4237 0.229 -0.562 -0.064
O -1.7573 2.0142 0.1172 -0.134 0.289 0.059
C -0.9446 -1.4419 -0.5710 -0.061 0.221 0.030
H 3.1123 -0.6236 0.2413 -0.121 -0.177 0.027
H 1.7511 -0.7272 -0.9218 0.207 0.084 0.044
H 2.2700 0.8369 -0.2578 0.116 0.217 -0.156
H 0.4953 1.4701 0.4719 0.118 0.136 -0.006
H -0.2687 0.7439 1.8529 -0.020 -0.222 -0.064
H -2.5360 2.4686 -0.2286 0.170 -0.124 0.056
H -0.8935 -2.1721 0.2445 0.044 0.195 -0.105
H -0.1141 -1.6461 -1.2602 -0.196 0.057 0.215
H -1.8873 -1.5662 -1.1126 0.206 -0.062 0.085
```
Forces are in eV/Å.

Atomic partial charges in e from the Mulliken method, atoms 1 to 4:
1. C -0.64
2. O -0.39
3. C -0.59
4. C 0.85

Record 6
The following is a quantum chemistry calculation of a cluster of 3 separate species, C16H26BFN2O8 in total in a non-equilibrium geometry, from the OMol25 dataset.

SMILES = C[C@@H](F)C1=C(B(N)O)C(=O)C(O)=C(N)C1=O.CCOC(C)=O.CCOC(C)=O
charge = 0
HOMO energy = -9.15 eV
DFT total energy = -1461.49346 Eh
ΔE to the lowest compared entry with this formula, charge and spin = 0.00 kJ/mol

Structure (XYZ):
```
54
Properties=species:S:1:pos:R:3:forces:R:3
C 1.8200 0.3806 2.0777 -0.230 0.101 -0.192
C 0.7931 0.0258 3.1447 -0.030 -0.224 -0.362
F -0.1191 -0.8917 2.5828 0.033 0.129 0.251
C 1.3759 -0.6061 4.3827 -0.056 0.096 0.331
C 1.6445 0.0591 5.5162 -0.377 -0.003 -0.312
B 1.4512 1.6097 5.7845 -0.245 0.343 -0.266
N 1.9350 2.5700 4.8396 0.962 -0.573 0.747
O 0.7599 2.0078 6.9150 0.455 -0.236 0.058
C 2.1745 -0.6841 6.6984 0.392 0.061 0.249
O 2.7554 -0.0954 7.5902 -0.254 -0.139 -0.228
C 1.9584 -2.1552 6.7500 -0.002 -0.271 -0.161
O 2.1378 -2.7637 7.9582 0.006 0.260 0.025
C 1.7098 -2.8301 5.6142 -0.174 0.005 0.309
N 1.5172 -4.2225 5.5718 -0.042 0.235 -0.175
C 1.6740 -2.0744 4.3268 0.047 0.045 -0.171
O 1.9156 -2.6457 3.2863 -0.150 0.018 0.089
H 2.1416 1.4197 2.1802 0.091 -0.136 0.114
H 1.3273 0.2981 1.1051 0.054 -0.027 0.051
H 2.6742 -0.2935 2.0881 -0.013 0.027 0.014
H 0.1889 0.8944 3.4160 0.149 0.018 0.044
H 2.6694 2.2037 4.2450 -0.180 0.116 -0.197
H 2.2716 3.4294 5.2598 -0.448 0.248 -0.274
H 1.3118 2.5412 7.4979 -0.318 0.136 0.005
H 1.3048 -3.1539 8.2528 0.095 -0.171 -0.157
H 1.0512 -4.4699 4.7066 0.192 -0.062 -0.059
H 2.3873 -4.7390 5.6165 -0.026 -0.027 0.222
O 0.6873 -0.4259 -2.0579 0.033 0.037 -0.013
C -0.5008 -0.4741 -1.8874 -0.030 -0.143 -0.061
O -0.9663 -0.4272 -0.6240 0.106 0.168 0.091
C -2.3537 -0.2920 -0.3042 -0.146 -0.079 0.059
C -3.0661 -1.6278 -0.2874 0.083 -0.067 -0.060
C -1.4675 -0.6448 -3.0348 -0.087 0.275 0.098
H -2.8347 0.4244 -0.9721 0.017 -0.025 -0.036
H -2.3620 0.1442 0.6932 0.070 -0.002 0.006
H -3.0601 -2.0998 -1.2700 -0.040 0.031 -0.017
H -4.1031 -1.4994 0.0241 0.000 0.012 0.013
H -2.5706 -2.3020 0.4107 -0.014 0.019 0.033
H -1.5530 -1.7048 -3.2695 -0.003 -0.014 -0.004
H -1.0580 -0.1305 -3.8963 0.089 -0.180 -0.031
H -2.4604 -0.2448 -2.8466 -0.031 -0.108 0.008
O -2.8128 0.0770 -6.4380 -0.026 -0.013 0.026
C -2.0997 0.9445 -6.8616 0.123 -0.107 0.036
O -2.2208 1.3050 -8.1542 -0.124 0.034 -0.009
C -1.5309 2.4261 -8.7157 0.095 0.065 -0.070
C -0.1312 2.0682 -9.1685 0.006 -0.096 0.058
C -1.0353 1.5831 -5.9995 -0.156 0.335 -0.022
H -1.5360 3.2668 -8.0209 0.011 -0.017 0.020
H -2.1392 2.7175 -9.5701 -0.025 -0.030 0.003
H 0.4963 1.7588 -8.3326 0.005 0.045 0.014
H 0.3398 2.9252 -9.6504 -0.010 0.009 -0.010
H -0.1678 1.2440 -9.8804 -0.007 0.019 -0.026
H -0.1457 0.9542 -6.0192 0.017 0.003 0.004
H -1.4153 1.6254 -4.9839 0.016 -0.085 0.023
H -0.7636 2.5944 -6.2900 0.094 -0.056 -0.089
```
Forces are in eV/Å.

Atomic partial charges in e from the Mulliken method, atoms 1 to 4:
1. C -1.09
2. C 0.36
3. F -0.36
4. C 0.10